{"formula": "C7H10", "method": "the ωB97M-V functional and the def2-TZVPD basis", "orbital_gap_ev": [6.80, 6.80], "largest_force_ha_per_bohr": 0.11368, "homo_ev": [-6.8112, -6.8139], "mol_weight_g_mol": 94.2, "species": ["C", "C", "C", "C", "C", "C", "C", "H", "H", "H", "H", "H", "H", "H", "H", "H", "H"], "positions_angstrom": [[-1.939083, -0.278962, 0.308446], [1.016639, -0.318128, -0.054303], [-0.696227, -0.534309, 0.027936], [0.509942, -1.658720, 0.341125], [0.197021, 0.065300, -1.116560], [-2.529156, 0.988036, 0.006804], [2.250119, 0.265861, 0.602860], [0.493251, -2.429780, -0.505572], [0.745950, -1.966860, 1.386991], [0.211202, 1.112233, -1.148436], [0.435695, -0.685348, -1.980640], [-3.565128, 1.003011, -0.469942], [-2.172002, 1.949754, -0.576433], [-2.704274, 1.400002, 1.030115], [2.438363, 1.224135, 0.186858], [3.009184, -0.571335, 0.331632], [2.298508, 0.435103, 1.629118]], "forces_ev_per_angstrom": [[-1.8719, -0.2632, 1.1661], [0.6328, -1.6488, 2.9888], [5.4221, -2.1704, -0.2473], [-1.7592, 0.4482, -1.4463], [1.2511, -1.9338, -1.6409], [-2.6306, 3.8138, -1.0628], [-0.2561, -1.5089, -2.1235], [0.2721, 0.7204, 1.4491], [-0.4404, 0.0080, -1.0719], [-0.3374, 1.4338, -1.4689], [-1.3759, 1.8001, 0.7864], [0.8949, -0.8154, 0.9989], [0.9172, -1.8201, 0.6362], [-0.1721, -0.1759, -0.4821], [0.7325, 0.6983, -0.7903], [-0.8296, 1.7724, 0.3534], [-0.4496, -0.3584, 1.9551]], "lowdin_charge": [-0.101, -0.349, -0.253, -0.025, -0.065, -0.221, 0.005, 0.121, 0.115, 0.098, 0.164, 0.078, 0.087, 0.081, 0.065, 0.139, 0.059]}

---

{"formula": "C3H6AgF2OV", "method": "the ωB97M-V functional and the def2-TZVPD basis", "orbital_gap_ev": [7.61, 6.29], "charge": 3, "largest_force_ha_per_bohr": 0.09501, "homo_ev": [-23.9025, -23.9318], "multiplicity": 4, "mol_weight_g_mol": 254.9, "species": ["Ag", "V", "F", "F", "C", "C", "O", "C", "H", "H", "H", "H", "H", "H"], "positions_angstrom": [[-19.398869, 30.039758, -0.829395], [-17.147631, 27.278797, -2.943417], [-18.413736, 28.666027, -2.402804], [-16.029645, 27.845786, -1.597614], [-15.902150, 30.743455, -5.848248], [-16.015486, 30.096977, -4.494733], [-16.248997, 28.914616, -4.416207], [-15.631663, 30.948598, -3.266326], [-16.399754, 30.169682, -6.632236], [-14.824849, 30.685779, -6.087349], [-16.270177, 31.770034, -5.829182], [-16.050571, 30.449941, -2.391901], [-16.172047, 31.890231, -3.373916], [-14.535634, 30.945665, -3.258347]], "forces_ev_per_angstrom": [[-0.5240, 0.2741, 0.5493], [0.5010, 3.0842, 3.7560], [1.9195, -2.2675, -1.2052], [-2.2081, -1.3032, -2.9907], [-0.1759, 0.2643, -1.4579], [0.5065, -0.8194, -0.4788], [-0.1340, 0.5292, 0.5911], [-1.0620, -0.3595, 0.7688], [-0.1709, -0.1548, 0.2331], [0.1088, 0.2057, 0.3176], [0.2007, 0.0611, 0.2602], [0.4113, -0.1813, 0.0785], [0.6092, 0.3125, -0.3309], [0.0178, 0.3547, -0.0912]], "lowdin_charge": [0.955, 1.722, -0.466, -0.291, 0.130, -0.264, 0.218, 0.141, 0.137, 0.174, 0.145, 0.091, 0.141, 0.165]}

---

{"formula": "C14H25Cl2N3", "method": "the ωB97M-V functional and the def2-TZVPD basis", "orbital_gap_ev": 9.51, "largest_force_ha_per_bohr": 0.23572, "homo_ev": -9.1554, "mol_weight_g_mol": 306.3, "species": ["C", "C", "C", "C", "N", "H", "H", "H", "H", "H", "H", "H", "C", "C", "C", "C", "N", "H", "H", "H", "H", "H", "H", "H", "C", "C", "C", "C", "N", "H", "H", "H", "H", "H", "H", "H", "Cl", "C", "C", "Cl", "H", "H", "H", "H"], "positions_angstrom": [[6.325380, -12.921130, -23.526740], [5.152190, -13.008750, -22.556030], [5.498030, -14.084270, -21.459920], [5.041680, -15.424320, -21.801110], [4.641080, -16.455490, -22.078530], [7.272650, -13.352470, -23.203130], [6.580350, -11.867130, -23.637080], [6.160350, -13.367390, -24.507410], [4.217680, -13.270550, -23.052250], [4.904210, -12.087150, -22.029480], [5.001590, -13.786430, -20.536370], [6.580540, -14.101230, -21.333530], [2.363620, -13.748830, -22.814660], [2.468000, -13.842730, -21.294790], [1.110330, -13.646830, -20.648740], [0.774000, -12.253880, -20.221340], [0.537280, -11.173130, -19.872170], [3.233740, -13.199590, -23.174280], [1.578110, -13.070260, -23.147230], [2.190670, -14.684540, -23.346290], [3.170920, -13.204250, -20.759680], [2.731510, -14.864390, -21.021150], [1.104530, -14.216050, -19.719200], [0.310610, -13.915890, -21.338780], [0.770200, -18.301920, -21.815490], [0.152360, -16.973970, -21.398440], [-0.071870, -16.715560, -19.884260], [-1.270030, -17.463260, -19.331460], [-2.193260, -17.961490, -18.849640], [1.770320, -18.492330, -21.426140], [0.958230, -18.286650, -22.889040], [0.264320, -19.233590, -21.562170], [-0.835600, -16.934870, -21.857240], [0.676080, -16.150500, -21.883940], [-0.375010, -15.690570, -19.670680], [0.772070, -16.912180, -19.223050], [5.483030, -17.346790, -19.573190], [4.012640, -16.521080, -20.213980], [3.105560, -16.408090, -19.012650], [1.624300, -15.528720, -19.494830], [3.568210, -17.107050, -21.018480], [4.095010, -15.545820, -20.693760], [3.624240, -15.913810, -18.191220], [2.819690, -17.390360, -18.636430]], "forces_ev_per_angstrom": [[0.4060, 1.0303, -0.3368], [1.4923, -1.1916, 0.5784], [-0.3587, 0.7069, -0.2763], [2.8255, 1.3979, -4.1227], [3.0964, -0.2997, -7.3879], [-0.1975, -0.2692, 0.4896], [-0.0516, 0.0599, -0.5264], [-0.3463, 0.1514, 0.0123], [3.5234, -0.1624, 0.3469], [0.4725, 0.2009, -0.0609], [0.3593, -0.1824, 0.3007], [-0.1076, -0.0792, 0.2869], [-0.7759, 1.4161, -0.3584], [-0.9880, 0.0856, -0.5215], [-1.8500, 4.4483, -1.5242], [0.3423, 0.6414, -0.3181], [0.2293, -1.2349, -0.3094], [-3.0706, -0.7196, -0.7457], [-0.4725, -0.0521, 0.3169], [0.3789, -0.1141, 0.2338], [0.0522, 0.3007, -0.5920], [0.0168, 0.8370, -0.6878], [-1.8150, 4.2502, -0.9165], [-0.0983, -0.3553, 0.1007], [1.0418, -0.3310, -0.0670], [-0.9735, -0.4176, 0.1548], [-5.2118, -3.9163, -0.2915], [-0.2794, -0.3481, -0.5962], [0.5658, 0.2162, -0.1992], [0.2333, 0.4349, 0.4018], [-0.3645, -0.0616, -0.1273], [-0.6571, 0.3687, 0.0194], [-0.1815, 0.0274, 0.0056], [0.3018, -0.0255, 0.3214], [-0.4990, -0.2618, -0.2867], [-2.3653, -2.6204, -0.1882], [-0.2698, 0.4988, -0.3398], [-3.2503, -0.5688, 5.8678], [0.1517, -1.3637, 0.9532], [10.7757, -1.4820, 5.3487], [-0.4304, -0.2691, 1.1595], [-1.1279, -0.8923, 3.8674], [-0.3813, 0.3676, -0.0386], [-0.1413, -0.2217, 0.0531]], "lowdin_charge": [-0.088, -0.216, -0.117, -0.293, 0.127, 0.069, 0.073, 0.078, 0.014, 0.125, 0.115, 0.126, -0.062, -0.268, -0.315, -0.191, 0.125, 0.017, 0.093, 0.098, 0.119, 0.018, -0.119, 0.123, -0.085, -0.234, -0.392, -0.193, 0.122, 0.061, 0.078, 0.081, 0.115, 0.081, 0.082, -0.002, 0.661, -0.716, -0.435, 0.913, 0.063, -0.016, 0.084, 0.081]}